Computed, not measured: a molecular structure, C27H21AsBrF6N2O3PdS, with the ωB97M-V functional and the def2-TZVPD basis.

Results
Energy above the lowest of the compared OMol25 structures with the same formula, charge and spin ... 0.567 eV
Multiplicity ... 2
Net charge ... 0
Total energy ... -198967.1608 eV

Positions of all 63 atoms, in Å:
Pd -1.032486 -0.468103 0.786653
Br -0.222146 0.102632 6.513902
As -3.830814 2.756234 1.909017
S 0.665397 2.149909 0.730608
F -2.487076 3.791107 2.202314
F -3.752921 3.195199 0.195810
F -3.819475 2.221988 3.554109
F -2.687775 1.466290 1.497247
F -4.951989 4.012791 2.218592
F -5.104834 1.642133 1.541743
O -2.038167 1.395280 -0.880957
O 0.836433 1.512475 2.032919
O 0.650775 3.590956 0.609235
N -0.438598 -0.651292 -1.236252
N -1.639424 -0.616578 2.750392
C 3.919046 0.565317 -2.025846
C 1.967013 1.538242 -0.324574
C 0.261628 -2.714038 -0.351801
C -2.671197 -0.730891 5.313710
C 1.002049 -0.970075 -3.597043
C 3.270570 1.766104 -2.305286
C 0.976559 -1.952564 -2.659040
C -0.475275 0.317841 -2.203483
C -0.871026 -0.301842 3.794543
C -3.457526 -1.045917 4.220154
C 2.287022 2.258815 -1.464805
C -0.192913 -3.080923 1.973517
C -2.911399 -0.976415 2.954584
C 4.949893 0.015586 -2.971369
C -0.499593 2.399947 -4.056407
C 0.244046 1.284099 -4.321879
C 0.348786 -4.357225 1.866316
C 2.591421 0.338951 -0.016687
C -1.283313 2.490254 -2.890364
C -1.360100 -0.355107 5.085855
C -1.294457 1.457520 -1.988760
C -0.270734 -2.250326 0.861800
C 0.789896 -3.997488 -0.455246
C 0.248278 -1.759501 -1.461632
C 0.826526 -4.826332 0.652512
C 0.260527 0.217828 -3.395834
C 3.571910 -0.134791 -0.872478
H 1.227659 -5.827031 0.571152
H 5.698564 -0.573620 -2.443305
H -1.898161 3.361372 -2.702833
H 0.139164 0.014395 3.583612
H -0.510501 3.223419 -4.757712
H -4.495299 -1.319886 4.337752
H 4.479519 -0.637629 -3.710755
H -3.504328 -1.179262 2.074045
H 1.169201 -4.356703 -1.402743
H 1.586753 -1.080407 -4.502286
H 0.822146 1.198604 -5.232366
H -3.067010 -0.762770 6.319108
H 4.075745 -1.065126 -0.638956
H -0.562080 -2.762649 2.936852
H 1.779886 3.189821 -1.679051
H 0.386199 -4.990884 2.743129
H 2.314821 -0.203124 0.878724
H 3.537188 2.322805 -3.195442
H 1.543062 -2.861684 -2.791093
H -2.554134 2.199118 -0.661360
H 5.457065 0.813148 -3.512259

Force components x, y, z for each atom (eV/Å):
Pd -0.5 -0.1 -0.5
Br 0.0 0.0 0.0
As 0.0 -0.1 0.0
S 0.3 0.1 0.5
F 0.0 0.0 0.0
F 0.0 0.0 -0.1
F 0.0 0.0 0.0
F 0.1 0.0 0.3
F 0.0 0.0 0.0
F 0.0 0.0 0.0
O 0.0 0.0 0.1
O 0.0 0.1 -0.2
O -0.1 0.0 -0.1
N 0.2 0.1 0.1
N -0.1 0.1 0.0
C 0.0 0.0 0.0
C 0.0 0.0 -0.1
C 0.0 0.1 0.0
C 0.0 0.0 0.0
C 0.0 0.0 0.0
C 0.0 0.0 0.0
C -0.1 0.0 0.0
C -0.1 0.0 0.1
C 0.1 0.1 -0.1
C 0.0 0.0 0.0
C 0.0 0.0 0.0
C -0.1 0.0 0.0
C 0.0 0.1 0.0
C 0.0 0.0 0.0
C 0.0 0.0 0.0
C 0.0 0.0 0.0
C 0.0 0.0 0.0
C -0.1 0.0 0.0
C 0.0 0.0 0.1
C 0.0 0.0 0.0
C 0.0 0.0 0.0
C 0.3 -0.2 0.2
C 0.0 0.0 0.0
C 0.1 -0.1 0.0
C 0.0 0.0 0.0
C 0.0 0.0 0.0
C 0.0 0.0 0.0
H 0.0 0.0 0.0
H 0.0 0.0 0.0
H 0.0 0.0 0.0
H 0.0 0.0 0.0
H 0.0 0.0 0.0
H 0.0 0.0 0.0
H 0.0 0.0 0.0
H 0.0 0.0 0.0
H 0.0 0.0 0.0
H 0.0 0.0 0.0
H 0.0 0.0 0.0
H 0.0 0.0 0.0
H 0.0 0.0 0.0
H 0.0 0.0 0.0
H 0.0 0.0 0.0
H 0.0 0.0 0.0
H 0.0 0.0 0.0
H 0.0 0.0 0.0
H 0.0 0.0 0.0
H -0.1 0.0 0.0
H 0.0 0.0 0.0

Computed, not measured: a molecular structure, C23H19CeN7O4S, with the ωB97M-V functional and the def2-TZVPD basis.

Results
Energy above the lowest of the compared OMol25 structures with the same formula, charge and spin ... 0.000 eV
Multiplicity ... 1
Net charge ... +2
Total energy ... -66527.5785 eV

Positions of all 55 atoms, in Å:
Ce 0.325979 -0.430301 0.268999
S -1.371301 -2.617982 0.729083
O 0.538600 -1.008417 -3.745986
O 1.140304 -0.417711 2.452768
O 1.580795 -1.385769 1.535779
O 1.113551 1.905198 -0.350916
N -1.120730 1.146872 1.880400
N -1.244372 1.011515 3.089743
N 0.810823 -3.638127 -0.617009
N 0.807667 0.233661 -1.826264
N 0.754750 -5.760223 -0.062003
N 1.219721 -2.482720 -1.222414
N -0.198314 -5.060510 0.581746
C -1.682871 2.565111 0.056154
C -2.193978 4.885216 0.366295
C -1.360485 -1.894115 5.392048
C -1.392155 2.436573 1.423714
C 0.477364 4.160274 -4.363265
C 0.973623 1.590358 -1.559943
C -1.710784 -0.770274 4.658583
C 0.618130 -2.098090 4.066835
C -0.170500 -2.531089 5.108868
C 0.611574 1.436629 -3.828113
C 1.407831 -4.878319 -0.759659
C -2.089012 3.788119 -0.482705
C -1.291961 3.609847 2.207084
C 0.391873 1.824134 -5.133243
C 2.591925 -5.115951 -1.590644
C -0.234406 -3.751021 0.247001
C 0.716813 3.717470 -3.046490
C -0.917779 -0.280018 3.630651
C 0.651029 0.073561 -3.223897
C -1.747757 4.796071 1.686279
C 0.812483 2.362536 -2.819336
C 0.254604 -1.000765 3.361348
C 0.331871 3.216948 -5.372408
H 0.389997 5.221865 -4.585540
H 2.785252 -6.194176 -1.617206
H 0.320046 1.128247 -5.950394
H -1.693305 5.679725 2.263345
H 0.810868 4.418601 -2.174701
H -2.580659 5.796623 -0.039735
H 0.213545 3.555422 -6.386541
H 0.941902 -2.451164 -2.193216
H -0.922869 -5.530220 1.117605
H -0.911945 3.547859 3.239213
H 0.169641 -3.391723 5.662648
H -1.756436 1.650469 -0.568262
H -2.622307 -0.198379 4.922413
H 2.454946 -4.778162 -2.612024
H -1.977144 -2.269076 6.169035
H 1.609512 -2.529904 3.972757
H 2.256883 -2.528210 -1.264175
H -2.374349 3.869801 -1.553706
H 3.481516 -4.636288 -1.140600

Force components x, y, z for each atom (eV/Å):
Ce -0.8 1.3 -0.3
S -0.4 0.8 -0.1
O 0.1 0.1 0.1
O 0.3 0.5 0.1
O 1.3 -1.0 -0.3
O 0.0 -0.4 -0.9
N 0.6 -0.3 -0.9
N -0.2 -1.4 1.5
N -0.4 -1.4 0.8
N 0.2 0.8 -0.2
N 0.7 0.2 -0.1
N 1.4 0.9 0.4
N -0.9 1.1 -0.2
C -0.7 -0.4 0.1
C 0.4 -0.7 -0.2
C 0.3 0.2 -0.7
C 0.1 1.8 -1.4
C 0.0 -0.4 0.7
C -0.3 -0.4 0.5
C -1.1 0.8 0.6
C 1.2 -0.5 0.7
C -0.2 -0.5 -0.2
C 0.1 -0.6 -0.5
C -0.7 -0.6 0.1
C -0.2 -0.4 -0.3
C -0.2 -1.2 0.6
C 0.2 1.0 0.3
C 0.7 -0.4 0.2
C 0.7 -1.5 -0.2
C 0.1 1.2 0.8
C 0.3 -0.1 0.3
C -0.2 -0.5 -0.3
C 0.1 -0.2 -0.8
C -0.1 0.2 0.8
C -0.9 1.3 0.0
C 0.3 -0.6 0.0
H 0.1 -0.3 0.1
H -0.1 0.3 0.0
H -0.2 -0.2 0.0
H -0.1 0.7 0.6
H 0.0 -0.6 -1.1
H -0.1 0.5 0.0
H -0.2 0.1 -0.2
H -0.6 0.2 -0.7
H 0.3 0.0 -0.1
H -0.3 0.0 -0.6
H -0.1 0.0 0.2
H 0.1 0.5 0.3
H 0.7 -0.4 -0.2
H 0.0 0.2 -0.2
H -0.5 -0.1 0.6
H -0.2 0.0 -0.4
H -0.7 0.4 0.2
H 0.2 -0.1 1.0
H -0.3 -0.1 -0.3

Computed, not measured: 2 unconnected molecules or ions with the total composition C18H20N2O4S, with the ωB97M-V functional and the def2-TZVPD basis.

Results
Energy above the lowest of the compared OMol25 structures with the same formula, charge and spin ... 15.428 eV
Multiplicity ... 1
Net charge ... 0
Total energy ... -40982.1781 eV

Positions of all 45 atoms, in Å:
S -0.416072 -3.454347 0.198591
O -0.972111 -4.273027 1.099829
O -0.899999 1.931299 1.144439
O 4.954865 1.025440 0.194873
O 0.217800 -3.584985 -1.050307
N -2.872337 1.528567 0.382836
N 0.464519 -2.381077 1.268961
C 1.678576 -1.016366 -0.333169
C 3.791522 0.061627 0.378608
C 2.689763 -0.157914 -0.622164
C 3.688213 -0.688164 1.508093
C 2.574991 -1.454362 2.023604
C 5.182691 1.490550 -1.054132
C -2.012394 2.247426 1.145063
C -4.112257 1.852505 -0.118807
C -1.703574 -0.783786 0.280890
C -3.729463 -0.324690 -0.695555
C -2.810639 -2.758103 -0.655897
C -4.797178 0.712162 -0.815534
C -2.747232 0.102465 0.171003
C 5.681232 0.502841 -1.952968
C -3.945246 -1.807067 -0.934313
C -1.822702 -2.132080 0.099299
C 1.544254 -1.766728 1.203791
C -2.262466 3.670035 1.117003
H -2.828089 -3.630677 -1.156822
H -0.916007 -0.314584 1.058694
H 4.318801 -0.162659 2.476289
H -2.577256 4.075762 0.266631
H 5.822794 2.230386 -0.699764
H 2.794447 0.216900 -1.517890
H -4.730572 -1.922829 -1.506246
H -3.253527 3.551712 1.701497
H -4.011342 2.662259 -1.048050
H 0.601697 -2.890466 2.544923
H 0.886123 -1.056786 -0.929160
H -5.810947 0.371095 -0.349756
H 3.970917 2.015394 -1.215009
H -4.738402 2.409566 0.576350
H 2.569429 -1.783652 2.964800
H -5.047498 0.705365 -1.918799
H 4.845195 -0.265790 -2.284643
H 6.510526 -0.035977 -1.610817
H 5.737673 0.956024 -2.952681
H -1.508731 4.326725 1.616404

Force components x, y, z for each atom (eV/Å):
S 0.6 11.3 -1.2
O -2.6 -7.3 4.3
O 6.5 -3.4 2.5
O -3.5 -4.8 4.3
O 0.7 -1.4 -0.7
N -0.1 -4.9 1.2
N -4.3 -6.5 7.0
C 3.3 -0.3 6.2
C 0.1 0.0 -1.5
C 1.6 -2.3 5.8
C 1.5 3.5 4.5
C 0.4 1.1 -4.6
C -5.6 2.4 1.1
C -1.1 2.7 -5.0
C -2.8 5.6 -3.9
C 3.0 2.2 5.6
C -2.3 -5.0 1.8
C -4.3 7.4 0.9
C -2.0 -2.5 -0.7
C 0.4 0.3 -2.9
C -3.3 -1.7 -4.4
C 7.4 3.2 2.7
C 1.7 -3.5 -3.1
C 6.6 6.4 -7.7
C -2.4 0.5 6.6
H 0.2 -3.2 -0.8
H -1.1 -1.6 -2.3
H -1.1 -2.0 -2.9
H -1.0 1.2 -4.0
H 1.5 2.1 -1.1
H 0.1 2.2 -4.6
H -4.0 -1.6 -2.8
H 0.9 1.8 -0.1
H 0.2 -1.4 2.2
H -1.4 1.2 -4.7
H -3.2 -0.7 -2.5
H 1.9 0.6 -0.4
H 3.7 -0.9 -1.1
H -0.2 -0.3 0.2
H 0.2 -1.3 3.7
H 0.3 1.3 1.1
H 1.5 1.1 1.3
H 1.4 -0.5 0.3
H 1.1 0.1 0.2
H -0.7 -1.0 -0.2

Calculated maximum force (eV/A), listed in the same order as above: 0.72, 2.32, 11.99